1.
The following is a DFT calculation (ωB97M-V/def2-TZVPD) of 8 unconnected molecules or ions with the total composition C56H104ClIN3O9.

XYZ file:
```
174
Properties=species:S:1:pos:R:3
C 1.60492 0.68809 4.57126
C 0.28054 -0.22556 4.38956
C 0.29178 -1.10791 3.01234
C -1.00002 -0.97311 2.11290
C -0.93998 -1.11939 0.52939
C -0.06002 -0.15473 -0.39319
C -0.35677 1.29985 0.18991
C 0.51958 1.89991 1.37765
C -0.40944 2.70501 2.45108
O -1.20691 3.68902 1.71149
C -1.12890 -0.10613 -1.67183
C -0.22603 0.60773 -2.76729
C 1.36291 0.40011 -2.35882
C 1.89957 1.89237 -2.16345
C 1.59385 3.03847 -3.20400
C 2.35884 4.38006 -2.66559
C 3.87813 4.50862 -3.13912
N 4.86428 4.36696 -2.02829
C 4.75897 4.56677 -0.60246
C 6.08849 4.20862 0.10707
C 7.01079 3.79858 -1.10883
C 6.18736 3.92957 -2.43608
C 1.79956 -0.04548 -3.81211
C 3.24319 -0.31438 -4.34883
C 4.57239 0.23969 -3.69819
Cl 3.53193 -2.15840 -4.60539
N 1.23494 -0.54517 -1.11989
C 2.56428 -0.25881 -0.48573
C 3.41124 -1.28517 0.37161
C 3.82964 -1.03181 1.93456
N 4.02215 -2.36613 -0.11826
C 1.33297 -1.93708 -1.66468
C 1.14308 -3.28068 -0.88888
O 0.92403 -4.30018 -1.62791
I 1.24512 -3.94202 1.16160
H 2.17647 0.36694 5.51772
H 1.37349 1.80731 4.70944
H 2.29928 0.48849 3.68269
H -0.70349 0.36687 4.51235
H 0.29227 -0.95307 5.29196
H 0.35425 -2.20111 3.39244
H 1.19952 -0.91294 2.35625
H -1.52823 0.02748 2.36689
H -1.75468 -1.77547 2.48319
H -0.98661 -2.22596 0.25861
H -2.04319 -0.80842 0.29293
H -1.45174 1.27339 0.57516
H -0.40191 2.15224 -0.59614
H 1.17201 2.75679 0.93586
H 1.27332 1.20164 1.86923
H 0.32374 3.23901 3.15857
H -1.05544 2.02357 3.09234
H -2.16146 3.43304 1.75554
H -1.42033 -1.19918 -1.92810
H -2.09021 0.48182 -1.48883
H -0.58338 0.16219 -3.75455
H -0.65768 1.65682 -2.78710
H 1.71389 2.35476 -1.11632
H 3.06326 1.83062 -2.16114
H 0.50123 3.36474 -3.32362
H 1.99088 2.84061 -4.26203
H 2.21735 4.39369 -1.53003
H 1.78442 5.28246 -3.07666
H 4.09482 3.71203 -3.94781
H 4.04467 5.53140 -3.63870
H 3.80552 4.90015 -0.08150
H 6.34639 4.20729 1.21932
H 8.08549 3.43246 -1.04850
H 6.49321 3.72286 -3.51165
H 1.33536 0.74535 -4.53098
H 1.19762 -0.96708 -4.19859
H 3.28757 0.05478 -5.45246
H 4.61607 1.38901 -3.55305
H 5.42648 0.02879 -4.45537
H 4.91800 -0.31779 -2.74179
H 2.61520 0.70962 0.14551
H 3.30984 -0.16826 -1.37367
H 4.91965 -1.34031 2.09793
H 3.18004 -1.65577 2.64408
H 3.76681 0.09537 2.10858
H 4.55548 -2.84339 0.62144
H 0.53675 -2.03770 -2.50215
H 2.40784 -2.03249 -2.09704
C -1.89844 -7.63033 -3.52107
C -1.27701 -6.98124 -2.30497
C -2.11332 -5.72591 -2.15630
O -3.42050 -6.03619 -2.65367
C -3.36567 -7.29302 -3.34327
H -1.71358 -8.70366 -3.58944
H -1.51375 -7.15767 -4.43116
H -1.41245 -7.62620 -1.43038
H -0.21145 -6.77296 -2.41337
H -1.71051 -4.90530 -2.76110
H -2.18568 -5.39078 -1.11840
H -3.87227 -8.03864 -2.72123
H -3.89676 -7.21453 -4.29468
C 2.89017 9.70281 -2.75270
C 2.02437 9.86478 -3.98224
C 2.04099 8.46631 -4.56668
O 2.17944 7.55734 -3.46439
C 2.52287 8.30720 -2.28965
H 2.71682 10.46350 -1.98983
H 3.94731 9.73651 -3.03626
H 1.00532 10.13359 -3.68525
H 2.38748 10.62184 -4.67916
H 2.90071 8.32253 -5.22970
H 1.12978 8.23330 -5.12258
H 1.64478 8.32459 -1.63495
H 3.34103 7.81063 -1.76217
C -3.28116 -2.11309 -5.53961
C -4.00565 -3.40009 -5.21297
C -4.45461 -3.15574 -3.78664
O -4.66593 -1.74148 -3.65422
C -4.11829 -1.08437 -4.80434
H -3.20276 -1.91212 -6.60956
H -2.26862 -2.14032 -5.12065
H -4.87778 -3.51042 -5.86568
H -3.38618 -4.29263 -5.31751
H -3.67962 -3.44721 -3.07076
H -5.37469 -3.68931 -3.53960
H -4.95389 -0.73816 -5.42201
H -3.53492 -0.21525 -4.48870
C 3.86789 -7.10690 2.31153
C 2.97532 -8.30234 2.55815
C 3.67435 -8.98297 3.71834
O 4.31834 -7.95043 4.47778
C 4.29327 -6.73563 3.71831
H 3.37160 -6.28843 1.78711
H 4.74115 -7.41051 1.72462
H 1.98023 -7.96490 2.86730
H 2.86027 -8.95230 1.68904
H 4.44855 -9.67296 3.36673
H 2.98271 -9.53361 4.36002
H 3.56699 -6.06194 4.18754
H 5.27775 -6.26250 3.74874
C -5.99068 0.47973 3.05354
C -6.44948 1.48557 2.02004
C -5.13372 2.05608 1.52842
O -4.15645 1.01043 1.64850
C -4.71855 -0.05628 2.42902
H -6.72370 -0.30103 3.26265
H -5.75874 0.99262 3.99308
H -6.96139 0.96894 1.20184
H -7.12202 2.24678 2.41580
H -4.80575 2.89491 2.15300
H -5.18472 2.39374 0.49044
H -4.93049 -0.89060 1.75151
H -3.99220 -0.38870 3.17463
C -7.71238 6.29944 1.09542
C -8.77826 6.14687 2.15692
C -9.32819 4.76707 1.85550
O -8.24798 4.00066 1.30235
C -7.16576 4.88954 0.99272
H -6.94642 7.03595 1.34443
H -8.17306 6.59177 0.14605
H -8.31676 6.15655 3.14997
H -9.54217 6.92557 2.12827
H -10.12525 4.81178 1.10614
H -9.71517 4.26623 2.74600
H -6.37071 4.71810 1.72734
H -6.77604 4.66154 -0.00224
C 2.79280 -3.17422 7.41791
C 1.82908 -4.20567 7.96038
C 0.78651 -4.27196 6.86214
O 1.46196 -3.97846 5.63031
C 2.76992 -3.47217 5.93199
H 3.79317 -3.23757 7.84929
H 2.40255 -2.16772 7.60363
H 2.33475 -5.17219 8.05435
H 1.40758 -3.94525 8.93262
H 0.00814 -3.51491 7.00630
H 0.31011 -5.25264 6.79492
H 3.49770 -4.24840 5.67188
H 2.97149 -2.58694 5.32273
```

Calculated values
- 2S+1 = 1
- energy above the lowest of the compared OMol25 structures with the same formula, charge and spin (kcal/mol) = 113.2
- E_tot (eV) = -103259.410
- LUMO (eV) = -2.5
- HOMO level (eV) = -9.9
- net charge = +1
- frontier orbital gap (eV) = 7.4

---

2.
The following is a DFT calculation (ωB97M-V/def2-TZVPD) of 12 unconnected molecules or ions with the total composition C56H104O36.

XYZ file:
```
196
Properties=species:S:1:pos:R:3
C -5.13694 -0.75988 0.45881
C -5.22861 0.70633 0.01037
C -6.30130 1.25121 -0.91939
O -6.76651 2.35883 -0.12917
C -6.03715 2.56954 0.93505
O -6.09813 3.68216 1.58223
O -5.25670 1.57607 1.05210
H -4.61129 -1.43676 -0.21469
H -6.15726 -1.12186 0.58539
H -4.64961 -0.83011 1.43128
H -4.30887 0.89240 -0.54418
H -7.08454 0.50731 -1.06517
H -5.84360 1.65139 -1.82407
C 8.24856 -3.91308 -5.77580
C 7.90550 -3.36144 -4.37929
C 6.48149 -3.51084 -3.78450
O 6.75370 -3.91153 -2.51801
C 7.91802 -4.41158 -2.36566
O 8.13591 -5.16130 -1.42269
O 8.71143 -4.14585 -3.46191
H 7.74165 -3.52518 -6.65936
H 8.30055 -5.00109 -5.81602
H 9.25191 -3.54400 -5.98832
H 8.15895 -2.30273 -4.32455
H 5.87816 -4.17211 -4.40644
H 6.01354 -2.52640 -3.78892
C -4.43384 -8.88226 -1.38963
C -5.58164 -8.97937 -0.38159
C -6.53384 -7.78370 -0.34825
O -7.78889 -8.37281 -0.31703
C -7.71834 -9.56952 -0.56912
O -8.73713 -10.25431 -0.72795
O -6.43978 -9.96219 -0.79646
H -3.67802 -8.18430 -1.02949
H -4.78871 -8.63156 -2.38929
H -3.95196 -9.84633 -1.55229
H -5.25646 -9.12444 0.64862
H -6.33263 -7.20202 -1.24784
H -6.43801 -7.02182 0.42535
C 10.52048 0.07860 4.38115
C 10.19398 -0.42880 2.99102
C 9.23713 0.43756 2.12095
O 10.06422 0.75324 1.04389
C 11.21411 0.17491 1.06380
O 12.13587 0.37170 0.23226
O 11.37762 -0.53106 2.18132
H 11.48361 -0.35468 4.65085
H 9.63513 -0.03610 5.00653
H 10.63493 1.15483 4.51052
H 9.70480 -1.38922 3.15344
H 9.14434 1.42957 2.56300
H 8.27177 -0.05031 1.98612
C -0.46445 -2.79908 -7.23471
C -1.80852 -2.87983 -7.93432
C -2.05562 -4.26408 -8.67078
O -3.45558 -4.59199 -8.36175
C -3.73085 -3.98916 -7.25775
O -4.84459 -4.04349 -6.72683
O -2.76816 -3.14249 -6.95397
H -0.37673 -1.87889 -6.65707
H 0.31405 -2.86394 -7.99487
H -0.30570 -3.65793 -6.58259
H -1.96019 -2.04240 -8.61536
H -1.36954 -5.05225 -8.36061
H -2.01991 -4.09409 -9.74685
C 4.45484 16.09849 -0.42228
C 5.01749 14.63186 -0.61700
C 6.01162 14.24543 0.46401
O 5.21388 13.54147 1.37424
C 4.28066 12.87615 0.69686
O 3.69312 11.91123 1.08326
O 4.13773 13.58682 -0.56511
H 3.78202 16.15675 0.43330
H 3.90806 16.47695 -1.28593
H 5.28579 16.78751 -0.27104
H 5.55623 14.61594 -1.56441
H 6.52237 15.03570 1.01419
H 6.76394 13.53493 0.12151
C 7.08253 -8.89425 7.04895
C 6.16547 -7.97075 7.93540
C 7.02295 -7.46464 9.12674
O 6.60887 -6.14054 9.33233
C 5.87458 -5.72910 8.22151
O 5.35192 -4.69348 8.09693
O 5.80385 -6.83320 7.30574
H 6.43324 -9.35752 6.30604
H 7.38300 -9.82234 7.53523
H 7.83800 -8.31449 6.51863
H 5.28434 -8.48806 8.31505
H 8.08792 -7.64317 8.97815
H 6.80516 -8.04373 10.02414
C 3.19641 -17.55976 5.00515
C 2.04077 -16.48337 5.42181
C 2.72190 -15.16294 5.97287
O 2.14939 -14.16074 5.16845
C 1.44080 -14.76503 4.19642
O 0.98594 -14.12745 3.24231
O 1.34230 -16.07655 4.29631
H 3.69499 -17.80073 5.94400
H 3.92087 -17.21582 4.26694
H 2.86751 -18.50925 4.58279
H 1.40245 -16.79541 6.24841
H 3.77241 -15.15164 5.68236
H 2.71161 -14.99313 7.04951
C 2.99077 2.63638 0.79545
O 2.64007 1.32349 1.41645
C 1.38616 1.44641 1.95969
C 1.07713 0.29085 2.97265
O 0.77147 -0.92621 2.42364
C 1.86686 -1.71404 2.06790
C 1.36194 -3.18613 1.41291
O 0.34517 -3.81059 2.05978
C 0.51262 -4.51715 3.26749
H 2.25711 3.08423 0.12517
H 3.66040 2.28715 0.00948
H 3.60250 3.27887 1.42876
H 0.67215 1.28130 1.15281
H 1.32105 2.39138 2.49902
H 0.15782 0.59562 3.47272
H 1.80630 0.19550 3.77722
H 2.32495 -1.94633 3.02931
H 2.62182 -1.18374 1.48746
H 2.20139 -3.86905 1.54345
H 1.28419 -3.17943 0.32571
H 1.16653 -5.38892 3.24450
H -0.43287 -4.89734 3.65425
H 0.82698 -3.83217 4.05494
C -2.26497 5.11826 -11.59084
O -2.13447 5.11602 -10.26236
C -2.16300 3.77338 -9.62799
C -1.36931 3.95884 -8.39731
O 0.03292 4.30995 -8.66159
C 0.85455 4.42290 -7.44726
C 2.34306 4.95743 -7.71006
O 3.01849 3.74768 -8.05141
C 4.47296 3.90384 -8.13425
H -1.48587 4.72406 -12.24330
H -2.60494 6.11772 -11.86211
H -3.10641 4.46609 -11.82485
H -1.63733 3.07818 -10.28256
H -3.14632 3.45480 -9.28200
H -1.35111 2.97701 -7.92427
H -1.83663 4.74519 -7.80456
H 0.86190 3.40117 -7.06765
H 0.30803 4.93421 -6.65481
H 2.79005 5.53758 -6.90276
H 2.29874 5.60072 -8.58887
H 4.90414 2.90577 -8.21187
H 4.66169 4.38263 -7.17339
H 4.69201 4.58501 -8.95653
C -6.70350 1.84434 10.30367
O -5.64805 1.05451 10.86159
C -4.58990 0.65582 10.05327
C -3.66141 1.77358 9.38595
O -3.11978 2.57944 10.45901
C -1.92036 3.44125 10.21084
C -2.29724 4.73161 9.60292
O -2.23585 4.64388 8.17772
C -2.60712 5.90084 7.55259
H -6.28831 2.78737 9.94812
H -7.38426 2.00498 11.13964
H -7.17626 1.26859 9.50798
H -5.01666 0.04029 9.26137
H -4.13655 -0.09408 10.70151
H -4.22167 2.31196 8.62152
H -2.93022 1.20986 8.80657
H -1.19748 2.98554 9.53418
H -1.33537 3.43956 11.13056
H -1.62458 5.49977 9.98442
H -3.28299 4.93619 10.02071
H -2.30027 6.70169 8.22532
H -3.63620 6.07609 7.23890
H -1.96538 5.98577 6.67563
C -4.87975 7.98696 -2.54944
O -6.17590 7.44157 -2.67291
C -6.89077 8.18850 -3.60948
C -8.25967 7.59097 -3.83533
O -8.14214 6.33443 -4.53416
C -9.45426 5.78288 -4.64905
C -10.39671 6.62709 -5.48669
O -11.12124 5.62885 -6.06924
C -12.04538 6.05267 -6.97128
H -4.85589 9.06761 -2.40893
H -4.35108 7.69694 -3.45745
H -4.33730 7.37745 -1.82671
H -6.37295 8.12317 -4.56640
H -7.09887 9.23726 -3.39760
H -8.70132 8.42005 -4.38820
H -8.79794 7.49768 -2.89212
H -9.97735 5.45752 -3.74981
H -9.28971 4.79590 -5.08137
H -9.82198 7.00220 -6.33351
H -11.04856 7.38354 -5.04971
H -12.68451 6.75365 -6.43439
H -12.72113 5.23694 -7.22827
H -11.58561 6.60114 -7.79341
```

Calculated values
- 2S+1 = 1
- energy above the lowest of the compared OMol25 structures with the same formula, charge and spin (kcal/mol) = 185.6
- E_tot (eV) = -133452.634
- LUMO (eV) = 0.1
- HOMO level (eV) = -9.2
- frontier orbital gap (eV) = 9.3